{"formula": "C5H13NO", "method": "ωB97M-V with the def2-TZVPD basis set", "spin_multiplicity": 1, "orbital_gap_ev": 10.9572, "total_charge": 0, "smiles": "CCC(N)=O.CC", "homo_ev": -10.037, "relative_energy_ev": 1.886, "symbols": ["O", "N", "C", "C", "C", "C", "C", "H", "H", "H", "H", "H", "H", "H", "H", "H", "H", "H", "H", "H"], "xyz": [[-0.596, -1.290, 0.139], [0.896, -1.854, 1.778], [1.167, 1.382, -2.263], [-0.741, 0.043, 2.029], [-0.203, -1.133, 1.243], [-1.935, 0.731, 1.461], [0.761, -0.140, -2.407], [1.920, 1.398, -1.658], [0.899, -0.486, -3.443], [-1.699, 1.275, 0.392], [0.255, 1.987, -2.103], [-0.277, -0.493, -2.251], [1.599, 1.732, -3.169], [-0.907, 0.012, 3.073], [-2.473, 1.441, 2.042], [1.181, -2.550, 1.163], [1.292, -1.786, 2.591], [-2.664, -0.132, 1.221], [0.150, 0.683, 1.981], [1.376, -0.820, -1.819]], "nbo_charge": [-0.59, -0.83, -0.60, -0.53, 0.70, -0.60, -0.62, 0.20, 0.19, 0.21, 0.21, 0.23, 0.20, 0.23, 0.22, 0.39, 0.38, 0.22, 0.22, 0.20]}